(1)
Molecular formula: C4H15NO3
Method: DFT, ωB97M-V/def2-TZVPD

CARTESIAN COORDINATES (ANGSTROEM)
C1 2.348 -0.023 0.251
C2 1.492 1.159 -0.497
C3 -0.013 0.619 -0.306
N1 0.054 -0.843 0.032
C4 1.376 -1.206 0.586
H1 2.825 0.394 1.175
H2 3.174 -0.324 -0.405
H3 1.769 2.057 0.070
H4 2.050 1.333 -1.502
H5 -0.680 1.185 0.443
H6 -0.521 0.715 -1.275
H7 -0.577 -1.124 0.686
H8 1.240 -1.708 1.557
H9 1.602 -2.007 -0.199
O1 -3.753 -0.332 0.031
H10 -3.268 -0.892 0.712
H11 -4.262 0.241 0.579
O2 -2.097 -0.225 2.608
H12 -1.482 0.189 3.273
H13 -2.140 -1.096 2.831
O3 0.168 0.807 -3.929
H14 1.008 0.334 -3.636
H15 -0.313 0.747 -3.082

Cartesian forces (eV/Å) of the 3 atoms listed first:
-0.28 0.90 0.90
1.53 -1.81 1.23
-0.04 0.40 -0.22

## Properties
Structure (SMILES): C1CCNC1.O.O.O
HOMO energy, eV: -8.501
E, eV: -12021.8282
Net charge: 0
ΔE to the lowest compared entry with this formula, charge and spin, kcal/mol: 55.1

---

(2)
Molecular formula: C24H44F4K2N2O32S4
Method: DFT, ωB97M-V/def2-TZVPD

CARTESIAN COORDINATES (ANGSTROEM)
K1 -0.338 0.761 3.234
K2 -2.643 -0.421 0.807
N1 -3.031 0.766 3.145
S1 -3.559 2.146 3.130
O1 -3.217 3.034 4.283
O2 -4.787 2.374 2.402
F1 -2.524 2.655 2.083
S2 -4.006 0.273 4.428
O3 -5.496 0.262 4.351
O4 -3.382 0.448 5.690
F2 -3.744 -1.275 4.227
N2 0.083 0.274 0.663
S3 0.395 1.295 -0.418
O5 0.221 0.952 -1.853
O6 1.442 2.292 -0.092
F3 -0.874 2.309 -0.164
S4 1.135 -0.903 0.011
O7 2.520 -0.566 -0.104
O8 0.524 -1.731 -1.052
F4 1.209 -1.884 1.219
C1 -6.662 1.700 -0.569
C2 -6.135 3.098 -0.738
O9 -4.792 2.957 -1.193
C3 -4.445 1.713 -1.217
O10 -3.297 1.327 -1.192
O11 -5.565 0.961 -0.919
H1 -7.446 1.442 -1.280
H2 -6.969 1.600 0.472
H3 -6.318 3.660 0.178
H4 -6.648 3.659 -1.519
C4 2.562 -0.965 -3.727
C5 4.017 -1.174 -4.185
O12 3.831 -2.292 -5.042
C6 2.589 -2.620 -5.194
O13 2.237 -3.496 -5.976
O14 1.764 -1.749 -4.502
H5 2.363 0.100 -3.850
H6 2.392 -1.199 -2.676
H7 4.707 -1.266 -3.347
H8 4.412 -0.348 -4.776
C7 1.353 -9.140 -1.095
O15 1.041 -7.964 -0.299
C8 1.838 -6.891 -0.332
O16 2.927 -6.754 -0.899
O17 1.281 -5.958 0.417
C9 2.004 -4.736 0.697
H9 2.268 -9.713 -0.947
H10 1.338 -8.913 -2.160
H11 0.639 -9.936 -0.882
H12 1.498 -4.024 1.349
H13 1.954 -4.238 -0.271
H14 3.046 -5.019 0.843
C10 0.506 1.463 -5.169
O18 1.766 1.848 -5.592
C11 2.141 3.124 -5.316
O19 1.492 3.994 -4.763
O20 3.388 3.265 -5.870
C12 3.907 4.627 -6.132
H15 0.367 1.650 -4.104
H16 0.298 0.428 -5.442
H17 -0.284 2.046 -5.642
H18 4.719 4.681 -5.406
H19 3.277 5.486 -5.904
H20 4.202 4.735 -7.175
C13 -2.253 -2.537 7.004
O21 -0.987 -2.995 6.497
C14 -0.123 -2.154 5.935
O22 -0.259 -0.943 5.897
O23 0.893 -2.867 5.470
C15 2.055 -2.161 5.129
H21 -2.887 -3.424 7.022
H22 -2.888 -1.800 6.512
H23 -2.049 -2.220 8.026
H24 2.915 -2.734 5.476
H25 2.100 -1.207 5.654
H26 2.079 -2.011 4.050
C16 -1.893 5.438 -0.050
O24 -2.300 6.582 0.670
C17 -3.475 7.205 0.390
O25 -4.338 6.875 -0.474
O26 -3.661 8.147 1.278
C18 -4.978 8.711 1.439
H27 -0.837 5.442 0.219
H28 -2.040 5.458 -1.130
H29 -2.292 4.499 0.332
H30 -5.306 9.094 0.473
H31 -4.979 9.450 2.240
H32 -5.577 7.822 1.640
C19 4.427 2.666 -1.311
O27 5.767 2.681 -0.915
C20 6.534 1.724 -1.438
O28 6.161 0.675 -1.915
O29 7.770 2.024 -1.126
C21 8.684 0.951 -1.270
H33 4.300 2.474 -2.377
H34 4.080 3.687 -1.151
H35 3.696 2.019 -0.827
H36 8.664 0.225 -0.457
H37 9.689 1.370 -1.301
H38 8.670 0.414 -2.219
C22 -2.762 -4.107 4.059
O30 -2.402 -4.828 2.949
C23 -2.126 -4.226 1.847
O31 -2.092 -3.006 1.606
O32 -1.820 -5.174 0.985
C24 -1.359 -4.957 -0.347
H39 -1.986 -3.380 4.302
H40 -2.766 -4.683 4.984
H41 -3.650 -3.481 3.968
H42 -0.909 -5.855 -0.771
H43 -0.736 -4.113 -0.643
H44 -2.249 -4.995 -0.976

Cartesian forces (eV/Å) of the 3 atoms listed first:
-0.12 0.32 0.92
-0.44 -0.26 -0.42
2.28 -7.07 0.09

## Properties
HOMO energy (alpha / beta), eV: -1.192 / -6.286
E, eV: -180959.8336
Net charge: -1
Spin multiplicity: 2

---

(3)
Molecular formula: C31H48GeN3O5RuS2
Method: DFT, ωB97M-V/def2-TZVPD

CARTESIAN COORDINATES (ANGSTROEM)
Ru1 0.866 0.164 1.538
C1 -3.130 0.176 1.212
C2 -2.718 1.672 1.230
C3 -3.229 2.303 -0.070
C4 -3.361 2.390 2.418
O1 -1.323 1.799 1.220
Ge1 -0.323 3.434 0.860
O2 1.172 2.344 0.985
C5 2.445 3.076 0.946
C6 3.543 2.070 1.094
C7 2.473 3.906 -0.373
C8 2.598 4.004 2.156
O3 1.226 0.596 3.289
C9 1.050 0.123 4.668
C10 -0.430 -0.108 4.738
C11 1.920 -1.099 4.918
C12 1.545 1.260 5.579
H1 -4.180 0.139 1.168
H2 -2.816 -0.206 2.210
H3 -2.712 -0.412 0.418
H4 -3.096 3.373 -0.048
H5 -4.273 2.121 -0.290
H6 -1.840 0.990 -0.673
H7 -4.446 2.129 2.438
H8 -3.161 3.484 2.386
H9 -2.861 2.047 3.356
H10 3.392 1.144 0.442
H11 3.543 1.681 2.096
H12 4.469 2.592 0.857
H13 2.288 3.161 -1.161
H14 3.441 4.321 -0.446
H15 1.661 4.642 -0.487
H16 2.172 3.445 3.005
H17 2.044 4.940 1.973
H18 3.669 4.186 2.330
H19 -0.636 -0.647 3.788
H20 -1.005 0.881 4.596
H21 -0.759 -0.673 5.625
H22 1.640 -2.017 4.403
H23 1.973 -1.110 6.005
H24 2.900 -0.793 4.587
H25 1.081 2.223 5.370
H26 2.634 1.482 5.511
H27 1.258 1.007 6.589
S1 0.383 -2.019 2.038
C13 1.331 -3.407 1.338
C14 1.119 -4.656 1.914
C15 1.696 -5.718 1.311
C16 2.453 -5.600 0.095
C17 2.787 -4.349 -0.351
C18 2.195 -3.197 0.253
H28 0.597 -4.667 2.893
H29 1.434 -6.741 1.634
H30 2.862 -6.463 -0.363
H31 3.420 -4.234 -1.231
H32 2.371 -2.196 -0.138
C19 0.959 -1.734 -5.289
C20 0.104 -2.170 -4.108
N1 -0.090 -1.016 -3.135
C21 0.062 -1.186 -1.837
S2 0.956 0.006 -0.950
N2 -0.428 -2.225 -1.165
C22 -1.395 -3.153 -1.575
C23 -1.001 -4.531 -0.992
H33 0.846 -0.624 -5.461
H34 0.683 -2.200 -6.245
H35 2.001 -1.896 -5.035
H36 0.588 -2.990 -3.633
H37 -0.884 -2.350 -4.489
H38 0.362 -0.077 -3.309
H39 -0.258 -2.098 -0.138
H40 -1.454 -3.260 -2.705
H41 -2.442 -2.891 -1.294
H42 -0.078 -4.771 -1.366
H43 -1.706 -5.358 -1.179
H44 -0.866 -4.455 0.071
O4 -3.965 0.126 -2.010
C24 -3.090 0.897 -2.273
N3 -2.336 1.693 -1.135
C25 -1.420 2.563 -1.809
O5 -0.548 3.230 -1.124
C26 -1.597 2.416 -3.224
C27 -0.883 3.059 -4.260
C28 -1.226 2.821 -5.586
C29 -2.213 1.852 -5.909
C30 -2.809 1.166 -4.872
C31 -2.516 1.404 -3.491
H45 -0.064 3.675 -3.993
H46 -0.560 3.165 -6.399
H47 -2.472 1.430 -6.903
H48 -3.613 0.485 -5.030

Cartesian forces (eV/Å) of the 3 atoms listed first:
0.02 -0.08 -0.50
1.38 1.07 2.08
-0.69 -0.05 -0.18

## Properties
HOMO energy (alpha / beta), eV: -9.451 / -10.639
E, eV: -128395.7065
Net charge: +1
ΔE to the lowest compared entry with this formula, charge and spin, kcal/mol: 57.2
Spin multiplicity: 5